<A>
The following is a DFT calculation (ωB97M-V/def2-TZVPD) of a molecular structure, C6H12O2S.

XYZ file:
```
21
C6H12O2S, DFT ωB97M-V/def2-TZVPD
S -0.73 1.26 0.98
O 0.57 1.78 1.39
O 0.07 -1.59 -0.19
C -0.71 1.38 -0.87
C 0.69 1.30 -1.34
C 0.85 -1.78 1.02
C -1.50 2.65 -1.16
C -0.45 -1.17 1.04
C 0.97 -3.27 1.41
H -1.41 0.47 -1.17
H 0.67 1.62 -2.33
H -1.27 -1.68 1.41
H -1.43 2.75 -2.23
H 0.88 -3.88 0.46
H 0.14 -3.52 2.09
H 1.28 0.41 -1.10
H 1.29 2.10 -0.66
H 1.82 -1.43 1.04
H -2.60 2.49 -0.87
H 1.93 -3.40 1.77
H -1.07 3.53 -0.70
```

spin multiplicity = 1
LUMO energy (alpha / beta) = 0.38 / 0.38 eV
HOMO level (alpha / beta) = -0.3019 / -0.3020 Ha
Kohn-Sham gap (alpha / beta) = 8.59 / 8.59 eV

<B>
The following is a DFT calculation (ωB97M-V/def2-TZVPD) of C6H12O2S in the gas phase.

XYZ file:
```
21
C6H12O2S, DFT ωB97M-V/def2-TZVPD
S -0.68 1.80 -0.61
O -1.96 2.37 -0.82
O 0.48 2.60 -0.39
C -0.76 0.28 0.43
C 0.33 -0.14 1.45
C -0.22 0.45 -1.59
C -1.19 -0.26 -2.39
C 1.81 0.24 1.07
C 0.21 -1.66 1.65
H 1.93 1.20 0.70
H 0.80 -1.95 2.39
H 0.55 -2.26 0.87
H 2.17 -0.38 0.34
H -1.18 -1.31 -2.06
H -0.98 -0.19 -3.45
H -1.59 -0.35 0.27
H -0.77 -1.87 1.93
H 2.34 0.40 2.02
H 0.12 0.46 2.44
H 0.82 0.40 -1.98
H -2.24 0.15 -2.26
```

spin multiplicity = 1
LUMO energy = 0.49 eV
HOMO level = -0.3465 Ha
Kohn-Sham gap = 9.92 eV

<C>
The following is a DFT calculation (ωB97M-V/def2-TZVPD) of 2 unconnected molecules or ions with the total composition C6H12O2S.

XYZ file:
```
21
C6H12O2S, DFT ωB97M-V/def2-TZVPD
S -2.49 -0.68 0.34
O -2.29 -1.83 -0.89
O -3.78 -0.01 0.27
C 2.36 -0.40 0.56
C 2.08 -1.87 0.49
C 3.18 0.20 -0.31
C -1.10 1.63 0.76
C -1.29 0.55 -0.23
C -1.94 1.89 -0.46
H 2.89 -2.21 -0.09
H -1.50 2.41 -1.31
H -0.03 2.11 0.83
H -1.65 1.68 1.68
H 1.16 -1.90 0.09
H -0.48 0.02 -0.90
H 1.69 0.08 1.22
H 3.67 -0.34 -1.10
H 2.15 -2.29 1.40
H -2.97 1.76 -0.48
H -3.15 -2.03 -1.38
H 3.48 1.25 -0.49
```

spin multiplicity = 1
LUMO energy = 0.71 eV
HOMO level = -0.3429 Ha
Kohn-Sham gap = 10.04 eV

Relative energies in hartree: <A> 0.0292; <B> 0.0054; <C> 0.0000

<A>
The following is a DFT calculation (ωB97M-V/def2-TZVPD) of C2H3Br2N in the gas phase.

XYZ file:
```
8
C2H3Br2N, DFT ωB97M-V/def2-TZVPD
Br 1.76 -1.61 0.02
Br -0.18 0.73 2.66
N -0.64 1.26 -0.26
C -0.24 0.31 0.35
C 0.16 -0.90 -0.61
H 0.37 -0.42 -1.63
H -0.67 -1.54 -0.62
H -0.57 2.16 0.09
```

spin multiplicity = 1
SMILES = [H]/N=C(\Br)CBr
LUMO energy = -0.92 eV
HOMO level = -0.3629 Ha
Kohn-Sham gap = 8.96 eV

<B>
The following is a DFT calculation (ωB97M-V/def2-TZVPD) of 2 unconnected molecules or ions with the total composition C2H3Br2N.

XYZ file:
```
8
C2H3Br2N, DFT ωB97M-V/def2-TZVPD
Br 1.45 -1.54 0.31
Br 1.65 1.85 0.18
N -1.13 -0.89 -0.82
C 0.01 0.99 -0.11
C -0.08 -0.50 -0.25
H -0.10 0.24 2.13
H -1.10 -1.87 -0.99
H -0.70 1.71 -0.44
```

spin multiplicity = 1
LUMO energy (alpha / beta) = -1.19 / -0.73 eV
HOMO level (alpha / beta) = -0.3776 / -0.3276 Ha
Kohn-Sham gap (alpha / beta) = 9.08 / 8.18 eV

Relative energies in hartree: <A> 0.0000; <B> 0.0951

<A>
The following is a DFT calculation (ωB97M-V/def2-TZVPD) of C6H7NS in the gas phase.

XYZ file:
```
15
C6H7NS, DFT ωB97M-V/def2-TZVPD
S -0.47 -1.90 -0.82
N 3.63 0.25 -0.70
C 0.35 -2.16 0.78
C -0.95 1.04 -0.82
C 0.10 -0.06 -0.90
C 1.18 0.02 0.25
C 1.14 -1.16 1.16
C 2.53 0.17 -0.36
H -0.58 1.96 -0.57
H 0.73 -0.14 -1.90
H -1.54 1.15 -1.73
H 0.89 1.02 0.66
H -1.81 0.64 -0.11
H 0.10 -3.07 1.18
H 1.73 -1.06 1.98
```

spin multiplicity = 1
SMILES = C[C@@H]1SC=C[C@H]1C#N
LUMO energy = 0.73 eV
HOMO level = -0.3204 Ha
Kohn-Sham gap = 9.44 eV

<B>
The following is a DFT calculation (ωB97M-V/def2-TZVPD) of C6H7NS in the gas phase.

XYZ file:
```
15
C6H7NS, DFT ωB97M-V/def2-TZVPD
S -2.76 -0.33 0.14
N 1.17 -0.21 -0.38
C 0.89 -1.56 -0.40
C -0.41 -1.89 -0.18
C -0.09 0.44 0.00
C -0.48 1.78 -0.53
C 1.04 0.34 0.98
C -1.17 -0.65 0.01
H 1.67 -2.26 -0.50
H -0.76 -2.89 -0.06
H 1.63 1.26 1.19
H -0.81 1.67 -1.58
H 0.99 -0.35 1.79
H -1.28 2.17 0.09
H 0.37 2.47 -0.56
```

spin multiplicity = 1
SMILES = C[C@]12CN1C=CC2=S
LUMO energy = -0.48 eV
HOMO level = -0.3112 Ha
Kohn-Sham gap = 7.98 eV

Relative energies in hartree: <A> 0.0000; <B> 0.0020

<A>
The following is a DFT calculation (ωB97M-V/def2-TZVPD) of C6H7NS in the gas phase.

XYZ file:
```
15
C6H7NS, DFT ωB97M-V/def2-TZVPD
S 1.70 -1.24 -0.10
N -3.36 -0.74 -0.28
C 1.52 0.50 -0.81
C -0.10 -0.94 0.59
C -2.23 -0.50 -0.38
C -0.76 -0.25 -0.51
C 0.08 0.96 -0.18
C -0.01 0.33 1.39
H 0.06 1.99 -0.59
H -0.44 -0.81 -1.49
H 2.47 1.25 -0.71
H 0.98 0.52 2.10
H -0.16 -2.05 1.02
H 1.15 0.13 -1.96
H -0.91 0.86 1.91
```

spin multiplicity = 1
SMILES = N#C[C@H]1[C@@H]2CS[C@H]1C2
LUMO energy = 0.61 eV
HOMO level = -0.3302 Ha
Kohn-Sham gap = 9.60 eV

<B>
The following is a DFT calculation (ωB97M-V/def2-TZVPD) of C6H7NS in the gas phase.

XYZ file:
```
15
C6H7NS, DFT ωB97M-V/def2-TZVPD
S -2.47 -0.86 -0.03
N -0.96 1.45 0.02
C 0.15 0.80 0.11
C 0.72 -1.73 0.17
C -2.22 0.90 0.13
C 1.07 -3.02 -0.20
C 1.37 1.67 -0.11
C 0.28 -0.57 0.41
H -2.98 1.29 -0.60
H 0.70 -3.27 -1.17
H -2.47 1.33 1.17
H 1.11 2.50 -0.78
H 2.32 1.22 -0.41
H 1.78 2.07 0.94
H 1.60 -3.76 0.37
```

spin multiplicity = 1
LUMO energy (alpha / beta) = -2.31 / -2.31 eV
HOMO level (alpha / beta) = -0.3024 / -0.3024 Ha
Kohn-Sham gap (alpha / beta) = 5.92 / 5.92 eV

<C>
The following is a DFT calculation (ωB97M-V/def2-TZVPD) of C6H7NS in the gas phase.

XYZ file:
```
15
C6H7NS, DFT ωB97M-V/def2-TZVPD
S -3.69 0.20 0.05
N 0.63 1.33 0.07
C -1.06 -0.25 0.08
C -2.26 -0.82 0.08
C -0.65 1.26 0.14
C 1.17 -0.02 0.19
C 2.66 -0.08 -0.02
C 0.19 -0.96 0.17
H -1.31 2.26 0.00
H 3.08 0.74 -0.79
H 3.03 -1.05 -0.68
H -2.33 -1.85 -0.16
H 0.37 -2.12 -0.02
H 3.13 0.00 1.14
H -2.95 1.37 -0.24
```

spin multiplicity = 1
SMILES = CC1=C/C(=C/S)C=N1
LUMO energy = -0.39 eV
HOMO level = -0.3091 Ha
Kohn-Sham gap = 8.02 eV

Relative energies in hartree: <A> 0.0383; <B> 0.0951; <C> 0.0000

<A>
The following is a DFT calculation (ωB97M-V/def2-TZVPD) of C5H6N2 in the gas phase.

XYZ file:
```
13
C5H6N2, DFT ωB97M-V/def2-TZVPD
N -1.62 -0.78 -0.35
N 1.47 0.36 0.58
C 0.45 -0.05 -0.26
C -1.26 -0.38 -1.61
C -0.56 -0.69 0.49
C 0.88 0.46 1.80
C 0.03 0.10 -1.60
H -1.92 -0.51 -2.45
H 0.58 0.54 -2.41
H 0.08 1.16 1.92
H 1.39 0.12 2.69
H -2.49 -1.24 -0.14
H 2.42 0.02 0.48
```

spin multiplicity = 1
LUMO energy = 0.48 eV
HOMO level = -0.2814 Ha
Kohn-Sham gap = 8.14 eV

<B>
The following is a DFT calculation (ωB97M-V/def2-TZVPD) of a molecular structure, C5H6N2.

XYZ file:
```
13
C5H6N2, DFT ωB97M-V/def2-TZVPD
N 1.25 1.30 -0.35
N 0.04 -0.53 0.05
C -1.35 -0.80 -0.03
C 1.34 -0.96 0.06
C 2.05 0.19 -0.20
C -1.34 1.12 0.17
C 0.06 0.81 -0.11
H -1.65 1.13 1.20
H 3.12 0.27 -0.30
H -1.64 -1.67 0.60
H -1.77 -0.91 -1.02
H 1.62 -1.99 0.25
H -1.74 2.04 -0.34
```

spin multiplicity = 1
LUMO energy = 0.75 eV
HOMO level = -0.3141 Ha
Kohn-Sham gap = 9.30 eV

Relative energies in hartree: <A> 0.0342; <B> 0.0000

<A>
The following is a DFT calculation (ωB97M-V/def2-TZVPD) of C5H6N2 in the gas phase.

XYZ file:
```
13
C5H6N2, DFT ωB97M-V/def2-TZVPD
N 2.13 0.70 0.19
N 0.76 0.67 -0.23
C 2.21 -0.63 0.18
C 0.75 -0.73 -0.06
C -0.50 -1.22 -0.05
C -1.43 0.01 -0.26
C -0.54 1.24 0.10
H -0.69 2.10 -0.51
H -1.92 -0.20 -1.23
H -0.87 -2.06 0.27
H -0.69 1.40 1.10
H 3.11 -1.31 0.01
H -2.32 0.02 0.49
```

spin multiplicity = 1
SMILES = C1=NN2CCC=C12
LUMO energy (alpha / beta) = 0.49 / 0.49 eV
HOMO level (alpha / beta) = -0.3116 / -0.3116 Ha
Kohn-Sham gap (alpha / beta) = 8.97 / 8.97 eV

<B>
The following is a DFT calculation (ωB97M-V/def2-TZVPD) of C5H6N2 in the gas phase.

XYZ file:
```
13
C5H6N2, DFT ωB97M-V/def2-TZVPD
N -0.65 1.24 0.95
N -0.83 -0.02 1.16
C 0.61 -0.09 -0.54
C -0.06 -0.83 0.32
C 0.24 1.44 -0.06
C -0.40 -2.27 0.45
C 0.49 2.59 -0.63
H 1.07 -0.28 -1.45
H -0.05 3.38 -0.02
H -0.73 -2.58 1.50
H -1.26 -2.36 -0.19
H 0.48 -2.94 0.08
H 1.09 2.73 -1.56
```

spin multiplicity = 1
SMILES = C=C1C=C(C)N=N1
LUMO energy = -0.72 eV
HOMO level = -0.3561 Ha
Kohn-Sham gap = 8.97 eV

<C>
The following is a DFT calculation (ωB97M-V/def2-TZVPD) of C5H6N2 in the gas phase.

XYZ file:
```
13
C5H6N2, DFT ωB97M-V/def2-TZVPD
N 0.03 -0.53 0.01
N 1.26 1.31 -0.24
C -1.42 0.96 0.15
C 2.05 0.17 -0.24
C 0.07 0.81 -0.06
C 1.32 -0.99 -0.08
C -1.43 -0.62 -0.08
H 3.13 0.25 -0.33
H -1.86 -1.32 0.64
H -1.95 1.67 -0.49
H -1.65 1.18 1.20
H -1.76 -0.90 -1.09
H 1.60 -2.02 0.08
```

spin multiplicity = 1
SMILES = c1cn2c(n1)CC2
LUMO energy = 0.89 eV
HOMO level = -0.3149 Ha
Kohn-Sham gap = 9.46 eV

<D>
The following is a DFT calculation (ωB97M-V/def2-TZVPD) of a molecular structure, C5H6N2.

XYZ file:
```
13
C5H6N2, DFT ωB97M-V/def2-TZVPD
N -2.70 0.32 -1.20
N 0.88 1.46 1.38
C -0.45 -0.27 -0.08
C 0.92 0.05 -1.16
C 0.08 0.68 0.89
C -1.71 0.07 -0.68
C -0.36 -1.29 0.91
H 1.83 -0.23 -0.65
H 0.58 -1.70 1.27
H 0.58 2.39 1.67
H 0.91 1.07 -1.53
H -1.25 -1.86 1.11
H 0.69 -0.69 -1.92
```

spin multiplicity = 1
LUMO energy (alpha / beta) = -0.15 / -0.16 eV
HOMO level (alpha / beta) = -0.2645 / -0.2644 Ha
Kohn-Sham gap (alpha / beta) = 7.04 / 7.04 eV

Relative energies in hartree: <A> 0.1089; <B> 0.0561; <C> 0.0000; <D> 0.1615